Below is a single C2H8N2O molecule, with properties calculated with ωB97M-V/def2-TZVPD.

Each line ends with the Löwdin spin population.
CARTESIAN COORDINATES (ANGSTROEM)
C1 -0.23225 -0.21180 -1.41149  0.246
C2 1.07369 0.47779 0.50224  0.352
N1 -1.65096 0.11223 1.74630  0.101
N2 -0.12678 -0.16868 0.00702  0.658
O1 -1.11949 0.57385 0.55624  0.196
H1 -1.20219 -0.56151 -1.66747  0.034
H2 -0.24121 0.79895 -1.88300  0.051
H3 0.39983 -0.90461 -1.90116  0.048
H4 0.93375 0.74463 1.55595  0.058
H5 2.04019 0.02637 0.38979  0.063
H6 1.07342 1.58167 -0.02697  0.090
H7 -0.89575 -0.19346 2.29022  0.063
H8 -2.26259 -0.69182 1.67860  0.041

Cartesian forces, eV/Å:
C -1.756 0.372 -1.119
C 0.737 2.351 0.702
N -1.010 0.923 0.983
N 1.954 2.818 -0.599
O -2.366 -1.031 -0.986
H -1.243 -0.516 0.091
H 0.649 -0.437 0.671
H 1.471 -0.453 -0.017
H 0.018 -0.381 0.017
H 0.139 -0.748 -0.577
H -0.048 -2.368 0.659
H 1.659 -0.338 1.416
H -0.203 -0.191 -1.241

* total charge: 0
* ΔE to the lowest compared entry with this formula, charge and spin: 98.9 kcal per mole
* LUMO energy (spin up / spin down): 1.00 / -4.06 eV
* E: -265.37518 hartree
* 2S+1: 3